19
Properties=species:S:1:pos:R:3:forces:R:3:lowdin_charge:R:1 method="wB97M-V/def2-TZVPD" s_squared=0.751 total_charge=-2 spin_multiplicity=2 e_above_lowest_kcal_mol=17.5 max_force_ev_per_a=1.579 orbital_gap_ha="0.09340 / 0.25887"
C 0.49975 0.40214 1.95845 -0.141 -0.459 -1.026 -0.51
O 1.25629 -0.63091 2.36457 0.123 0.110 0.520 -0.38
C 0.11039 0.20949 0.40914 -0.196 -0.552 1.358 -0.42
C -0.99470 -0.85130 0.32959 -0.737 0.060 0.067 -0.27
C -1.93119 -0.71728 -0.92132 1.265 -0.588 0.740 -0.49
N 1.28032 -0.26367 -0.32137 0.828 0.102 -0.663 -0.01
H 0.95562 1.41606 2.12644 0.129 0.019 -0.270 0.06
H -0.51736 0.48864 2.42930 0.127 0.008 0.202 0.06
H -0.26384 1.14493 -0.02226 0.009 0.077 0.017 0.10
H -1.60833 -0.85979 1.23291 -0.107 0.401 0.099 0.08
H -0.50898 -1.82569 0.41082 0.053 -0.061 -0.353 0.08
H -2.94769 -0.43928 -0.63524 -0.066 0.097 -0.181 -0.04
H -1.48699 0.04692 -1.55993 -0.372 -0.026 -0.358 -0.01
H -1.94040 -1.66900 -1.45887 -0.321 0.159 -0.318 -0.05
H 1.06053 -1.09945 -0.85471 -0.364 0.323 -0.354 0.03
H 1.96311 -0.64301 0.33713 -0.331 0.405 0.683 0.05
H 1.56168 1.57860 -1.18624 0.154 -0.300 -0.308 -0.03
H 1.77067 1.54801 -2.68745 -0.111 -0.126 -0.015 -0.03
O 1.74111 2.16463 -1.95096 0.058 0.351 0.162 -0.23